[1]
A single C17H15NO4 molecule, computed with ωB97M-V with the def2-TZVPD basis set.

Summary:
SMILES: O=C(O)C[C@@H](c1cccc(O)c1)N1Cc2ccccc2C1=O
E_LUMO: 0.33 eV
Orbital gap: 9.3 eV
Charge: 0
ΔE to the lowest compared entry with this formula, charge and spin: 2.7 kcal/mol

Geometry as XYZ:
```
37
Properties=species:S:1:pos:R:3:lowdin_charge:R:1
O -2.34162 -4.03956 0.44408 0.107
C -1.37317 -3.43551 0.07340 -0.541
O -0.64532 -3.82609 -0.96260 0.109
C -0.88421 -2.16041 0.75881 -0.022
C -0.85066 -0.97720 -0.23474 -0.200
C -1.95536 0.04569 -0.09700 -0.155
C -3.12402 -0.19576 0.61316 -0.030
C -4.11393 0.77078 0.66772 -0.067
C -3.96065 1.98153 0.02010 -0.026
C -2.80927 2.21796 -0.72137 -0.310
O -2.60507 3.37786 -1.40034 0.059
C -1.82001 1.24496 -0.78519 0.022
N 0.46704 -0.36823 -0.20048 -0.017
C 0.87651 0.68474 0.70213 -0.059
C 2.35469 0.74906 0.47164 -0.133
C 3.30590 1.60511 0.98704 -0.020
C 4.62597 1.42971 0.59472 -0.070
C 4.98744 0.42276 -0.29054 -0.072
C 4.03629 -0.43937 -0.81044 0.005
C 2.71996 -0.26007 -0.42139 -0.077
C 1.51060 -1.01665 -0.77916 -0.367
O 1.40344 -2.04770 -1.43092 0.073
H 0.12994 -3.23956 -1.16729 0.077
H 0.13320 -2.35730 1.10886 0.138
H -1.50261 -1.95517 1.63031 0.114
H -0.93931 -1.38497 -1.25507 0.168
H -3.29323 -1.14119 1.10088 0.107
H -5.01967 0.57388 1.22063 0.109
H -4.73626 2.73376 0.07002 0.113
H -3.37372 3.95335 -1.30637 0.108
H -0.95624 1.43804 -1.40260 0.132
H 0.37745 1.63068 0.47231 0.130
H 0.63429 0.42161 1.73954 0.151
H 3.03404 2.38950 1.67715 0.115
H 5.38611 2.08901 0.98647 0.105
H 6.02286 0.31242 -0.57511 0.105
H 4.29860 -1.22770 -1.49836 0.122
```

***

[2]
A single C9H8O4S molecule, computed with ωB97M-V with the def2-TZVPD basis set.

Summary:
E_LUMO (spin up / spin down): -1.41 / -1.41 eV
Orbital gap (spin up / spin down): 7.2 / 7.2 eV
Charge: 0
ΔE to the lowest compared entry with this formula, charge and spin: 190.6 kcal/mol

Geometry as XYZ:
```
22
Properties=species:S:1:pos:R:3:lowdin_charge:R:1
C 2.04191 -1.13438 1.79436 0.057
C 2.08451 -2.58933 2.31255 -0.320
C 1.16697 -0.47473 2.51304 -0.185
C 1.21169 -2.47690 3.61829 0.034
C -2.07877 0.03453 -0.34433 0.127
C -0.91117 0.26454 0.35897 -0.384
C 0.56678 0.84975 2.33987 -0.140
C -0.82613 0.76911 1.65476 -0.355
C 0.42316 -0.44416 -1.56663 0.021
O -3.30124 0.58630 2.31966 -0.554
O 0.68293 -1.35306 3.60553 0.014
O 2.56268 -3.56383 1.78252 0.113
O 0.31321 0.01764 -0.15933 -0.134
S -1.98909 0.86258 2.91390 1.036
H 2.84491 -0.83728 1.14570 0.132
H -2.15803 -0.35935 -1.34220 0.054
H -3.10162 0.17788 0.02728 0.062
H 0.34493 1.38334 3.14998 0.048
H 1.19106 1.47147 1.76167 0.125
H 0.04438 -1.43235 -1.50616 0.092
H 1.45782 -0.33382 -1.71892 0.083
H -0.18211 0.16763 -2.16828 0.073
```

***

[3]
2 unconnected molecules or ions with the total composition C7H15O, computed with ωB97M-V with the def2-TZVPD basis set.

Summary:
E_LUMO: 3.93 eV
Orbital gap: 6.6 eV
Charge: -1
ΔE to the lowest compared entry with this formula, charge and spin: 13.0 kcal/mol

Geometry as XYZ:
```
23
Properties=species:S:1:pos:R:3:lowdin_charge:R:1
C -1.41610 1.19155 -0.17370 -0.501
O -1.28068 -0.17033 -0.05891 -0.359
C -2.03744 1.52576 -1.55612 -0.284
C -1.15173 1.04720 -2.76120 -0.136
H -0.45020 1.76549 -0.15394 0.074
H -2.04873 1.65767 0.62341 0.074
H -2.23935 2.60348 -1.66050 0.075
H -2.99095 1.01730 -1.65225 0.076
H -1.55891 1.35123 -3.73583 0.045
H -1.08684 -0.05154 -2.68305 0.059
H -0.18703 1.48396 -2.65312 0.036
C -0.10267 -1.59256 1.98593 -0.153
C 1.03274 -1.55413 0.93144 -0.281
C 2.00174 -0.40593 1.07071 -0.196
C 3.33751 -0.50809 1.13052 -0.055
H -0.75903 -0.69014 1.92692 0.055
H -0.78246 -2.46971 1.81598 0.069
H 0.27573 -1.69043 3.05472 0.061
H 0.41803 -1.39740 0.03280 0.079
H 1.63385 -2.48364 0.92032 0.094
H 1.52639 0.54909 1.10876 0.084
H 3.98724 0.28744 1.56566 0.038
H 3.87888 -1.46628 0.92145 0.045
```

***

[4]
A molecular structure, C20H8Cl5F5N2V, computed with ωB97M-V with the def2-TZVPD basis set.

Summary:
E_LUMO (spin up / spin down): -4.56 / -4.51 eV
Orbital gap (spin up / spin down): 6.2 / 6.0 eV
Charge: +1

Geometry as XYZ:
```
41
Properties=species:S:1:pos:R:3:lowdin_charge:R:1
V -0.53334 -0.13836 -0.51986 0.638
C 1.13715 3.82845 -0.80454 -0.004
C 0.78172 2.53724 -1.19682 -0.058
N 0.48723 1.58226 -0.32531 0.020
C 0.56565 1.89323 1.01100 -0.093
C 0.95284 3.14114 1.48334 -0.126
C 1.22689 4.13797 0.52854 0.039
C 1.07643 3.31067 2.91005 0.005
C 0.90544 2.28314 3.76656 0.007
C 0.57380 0.95528 3.31276 -0.122
C 0.49364 -0.18237 4.13785 0.037
C 0.23785 -1.39954 3.56153 0.003
C -0.00943 -1.48521 2.18964 -0.067
N 0.00877 -0.42351 1.39919 0.012
C 0.34294 0.77088 1.95459 -0.103
H 1.35452 4.56741 -1.56200 0.124
H 0.75381 2.27466 -2.24475 0.127
H 1.52409 5.12874 0.84739 0.134
H 1.33458 4.29302 3.28365 0.127
H 1.03157 2.43983 4.83006 0.127
H 0.65888 -0.09555 5.20387 0.133
H 0.21310 -2.30153 4.15570 0.125
H -0.23923 -2.43436 1.72274 0.124
Cl -1.72259 -0.61047 -2.10095 1.034
C -1.48814 -1.51107 -3.21260 -0.325
C 0.75818 -1.33601 -1.19484 -0.041
C 1.00657 -2.52962 -1.74435 -0.698
Cl 1.71596 -3.56779 -0.49569 0.664
C 0.97122 -3.13195 -3.14207 -0.642
Cl 2.25572 -4.24056 -3.39465 0.706
C 0.10276 -2.97173 -4.21829 -0.666
Cl 0.48664 -3.77698 -5.68901 0.702
C -1.19760 -2.26602 -4.23039 -0.667
Cl -2.30672 -2.38887 -5.53747 0.762
F -2.76275 0.27635 0.41682 0.031
C -2.33266 -1.08929 0.29132 -0.317
F -2.76498 -1.83922 1.25084 0.205
C -1.98165 -1.55753 -1.03059 -0.581
F -3.04499 0.16702 -2.21856 -0.158
F -0.77422 0.61551 -2.43313 -0.294
F -1.79967 -2.92527 -0.96159 0.075
```

***

[5]
A gas-phase ion, C5H8N (charge +1), computed with ωB97M-V with the def2-TZVPD basis set.

Summary:
SMILES: C=C[C@@H](C)C#[NH+]
E_LUMO: -5.24 eV
Orbital gap: 9.2 eV
Charge: +1
ΔE to the lowest compared entry with this formula, charge and spin: 71.2 kcal/mol

Geometry as XYZ:
```
14
Properties=species:S:1:pos:R:3:lowdin_charge:R:1
C 1.61203 -1.35909 -0.33306 0.053
C 1.17473 -0.43908 0.51741 -0.121
C -0.26696 0.06828 0.46564 -0.348
C -0.45677 1.34412 -0.34778 -0.043
C -1.36678 -0.79798 0.17271 0.127
N -2.51514 -1.10168 -0.06463 0.393
H 0.95030 -1.70864 -1.13124 0.078
H 2.54208 -1.91370 -0.22099 0.083
H 1.88458 0.01173 1.22752 0.130
H -0.33633 0.39916 1.47684 0.156
H -1.50942 1.83783 -0.45705 0.133
H -0.10469 1.10126 -1.39614 0.114
H 0.22312 2.14481 0.00847 0.108
H -3.35763 -1.51262 -0.37296 0.138
```

***

[6]
2 unconnected molecules or ions with the total composition C5H10O2, computed with ωB97M-V with the def2-TZVPD basis set.

Summary:
SMILES: C=C/C(O)=C/C.O
E_LUMO: 0.71 eV
Orbital gap: 9.1 eV
Charge: 0
ΔE to the lowest compared entry with this formula, charge and spin: 69.8 kcal/mol

Geometry as XYZ:
```
17
Properties=species:S:1:pos:R:3:lowdin_charge:R:1
C -1.02024 2.39984 -0.67036 0.025
C -0.75446 1.30219 0.08205 -0.099
C 0.63423 0.76221 -0.07454 -0.403
O 1.65512 1.50560 0.40704 0.052
C 0.88961 -0.38577 -0.71198 -0.123
C 2.31018 -0.75073 -0.98664 -0.116
H -0.47081 2.80224 -1.50580 0.067
H -1.88454 2.96075 -0.27634 0.059
H -1.49325 0.93775 0.77656 0.098
H 1.35381 2.27619 0.89137 0.107
H 0.09721 -1.09634 -0.89964 0.101
H 2.83899 -1.26339 -0.16324 0.078
H 2.28634 -1.64167 -1.67348 0.077
H 2.83452 0.09714 -1.43724 0.078
O -3.22415 -3.65537 1.51619 -0.051
H -2.76626 -3.73023 0.68777 0.022
H -2.69735 -3.74005 2.30821 0.029
```

***

[7]
2 unconnected molecules or ions with the total composition C7H15O3, computed with ωB97M-V with the def2-TZVPD basis set.

Summary:
Expectation value of S²: 0.75
Multiplicity: 2
E_LUMO (spin up / spin down): 0.78 / 0.52 eV
Orbital gap (spin up / spin down): 8.5 / 10.0 eV
Charge: 0
ΔE to the lowest compared entry with this formula, charge and spin: 0.0 kcal/mol

Geometry as XYZ:
```
25
Properties=species:S:1:pos:R:3:lowdin_charge:R:1
O -0.07932 2.18839 -2.02401 0.069
C -0.86591 1.28981 -2.18855 -0.242
C -1.92654 0.86570 -1.20508 -0.198
O -1.74593 1.34918 0.09049 -0.169
C -2.09345 2.63319 0.34918 -0.014
H -1.90341 -0.23487 -1.16203 0.129
H -0.87260 0.69858 -3.13201 0.127
H -2.91119 1.16088 -1.61131 0.139
H -2.54178 3.21764 -0.45823 0.069
H -1.46455 3.15737 1.06723 0.067
C 1.70796 -0.14839 0.69372 -0.216
O 2.37175 -1.18341 -0.00961 -0.197
C 1.74160 -1.62422 -1.18531 -0.124
H 2.46536 0.60294 0.96825 0.123
H 0.90343 0.25175 0.05381 0.100
H 2.33109 -2.45781 -1.58694 0.091
H 0.71220 -1.97588 -0.99949 0.077
H 1.69600 -0.81892 -1.93939 0.086
C 1.07400 -0.67732 2.02505 -0.222
C -0.07608 -1.65049 1.80384 -0.113
H 1.86944 -1.14647 2.62428 0.108
H 0.73067 0.20348 2.58972 0.106
H 0.26646 -2.55290 1.27675 0.071
H -0.87055 -1.18769 1.19821 0.061
H -0.51864 -1.96055 2.76141 0.072
```

***

[8]
2 unconnected molecules or ions with the total composition C24H29N2O, computed with ωB97M-V with the def2-TZVPD basis set.

Summary:
E_LUMO: -4.55 eV
Orbital gap: 5.8 eV
Charge: +1
ΔE to the lowest compared entry with this formula, charge and spin: 0.0 kcal/mol

Geometry as XYZ:
```
56
Properties=species:S:1:pos:R:3:lowdin_charge:R:1
C -0.23184 -0.61225 1.47723 -0.086
C -1.22154 -1.19755 0.46015 -0.197
C -1.20863 -2.65798 0.11989 -0.152
C -2.42748 -3.36612 0.05982 -0.218
C -3.65504 -2.85065 0.75964 -0.052
C -2.49496 -4.55199 -0.66616 -0.008
C -1.35204 -5.07591 -1.27987 -0.272
C -1.46021 -6.33845 -2.08434 -0.057
C -0.12337 -4.42774 -1.11602 -0.010
C -0.02878 -3.24587 -0.38044 -0.216
C 1.32315 -2.62850 -0.20128 -0.048
H -0.71759 0.21173 2.01777 0.068
H 0.10652 -1.36324 2.20062 0.084
H 0.63467 -0.17308 0.95441 0.061
H -2.23230 -0.86549 0.71709 0.092
H -4.52206 -3.48696 0.55931 0.079
H -3.52110 -2.83579 1.84969 0.095
H -3.92643 -1.83324 0.45452 0.069
H -3.45257 -5.07857 -0.77067 0.125
H -0.50717 -6.54690 -2.58666 0.075
H -1.71227 -7.18620 -1.42694 0.090
H -2.25289 -6.25640 -2.84495 0.085
H 0.77863 -4.84939 -1.57712 0.117
H 2.09756 -3.30798 -0.57725 0.086
H 1.42543 -1.68961 -0.76411 0.044
H 1.55070 -2.43444 0.85428 0.082
H -1.01271 -0.75381 -0.48440 0.070
C -0.75524 1.60317 -1.90590 0.041
H -1.26342 0.76291 -2.38469 0.129
C -1.46887 2.46164 -1.08017 0.012
C -0.83253 3.58354 -0.56475 0.028
N 0.50534 3.72435 -0.70931 -0.014
C 1.19735 4.89459 -0.12806 -0.069
C 1.65188 4.58136 1.25247 -0.238
C 2.87383 3.94116 1.44709 -0.038
C 3.23117 3.50676 2.72414 -0.051
C 2.37042 3.73407 3.80779 -0.055
C 1.16219 4.41882 3.60994 -0.057
C 0.81458 4.86106 2.33299 -0.038
C 1.26866 2.72783 -1.22276 0.080
C 0.65581 1.66738 -1.88653 -0.063
C 1.55857 0.52167 -2.20102 -0.465
N 0.99476 -0.62617 -2.74255 0.178
O 2.74041 0.54796 -1.86211 0.078
H -2.51984 2.28825 -0.83657 0.137
H -1.33171 4.37985 -0.00489 0.153
H 2.04411 5.10367 -0.77954 0.144
H 0.48657 5.71763 -0.12317 0.137
H 3.51445 3.75155 0.58254 0.116
H 4.17886 2.98642 2.87076 0.116
H 2.64403 3.38571 4.80725 0.115
H 0.48692 4.60378 4.44669 0.114
H -0.12755 5.38215 2.14850 0.115
H 2.33827 2.78607 -1.00565 0.149
H 0.06521 -0.63468 -3.12857 0.099
H 1.66010 -1.26015 -3.18814 0.140
```

***

Record-wise electronic energy values, in Eh: -1012.58965, -1046.64194, -350.89444, -4619.79843, -249.71173, -346.91420, -501.30299, -1116.46032